# 1
{
  "formula": "C32H52B2Cl28O7",
  "method": "ωB97M-V/def2-TZVPD",
  "elements": ["Cl", "Cl", "Cl", "Cl", "Cl", "Cl", "Cl", "Cl", "Cl", "Cl", "Cl", "Cl", "Cl", "Cl", "Cl", "Cl", "Cl", "Cl", "Cl", "Cl", "Cl", "Cl", "Cl", "Cl", "Cl", "Cl", "Cl", "Cl", "O", "O", "O", "O", "O", "O", "O", "C", "C", "C", "C", "C", "C", "C", "C", "C", "C", "C", "C", "C", "C", "C", "C", "C", "C", "C", "C", "C", "C", "C", "C", "C", "C", "C", "C", "C", "C", "C", "C", "B", "B", "H", "H", "H", "H", "H", "H", "H", "H", "H", "H", "H", "H", "H", "H", "H", "H", "H", "H", "H", "H", "H", "H", "H", "H", "H", "H", "H", "H", "H", "H", "H", "H", "H", "H", "H", "H", "H", "H", "H", "H", "H", "H", "H", "H", "H", "H", "H", "H", "H", "H", "H", "H"],
  "positions_angstrom": [[-2.9240, -2.7508, -3.6339], [1.4788, -0.8363, -4.7827], [9.0565, -0.4079, 0.0817], [-3.8715, 3.7874, -3.5983], [-4.3745, 0.1474, -6.1602], [2.7468, 4.1632, -1.7432], [7.3186, 0.7051, 2.6603], [-4.1946, 6.2130, 2.5097], [-0.3435, -4.9713, -2.3369], [-3.8362, -1.9010, -8.1687], [-4.5081, 4.1394, 4.5387], [5.1607, 2.5998, -1.2367], [-4.1923, 6.7693, -2.2785], [0.8346, 1.2785, 9.8924], [-2.7848, 1.3145, -2.4852], [-0.5237, -0.5599, -2.6720], [-3.7309, -5.7377, -8.1683], [-0.7987, -7.1540, -7.5010], [-5.8447, 8.8274, -1.0286], [-2.0353, -4.8943, -5.4111], [8.4652, -2.0841, 5.4598], [1.5712, 3.1173, 7.7458], [6.1364, 3.1834, 1.6800], [0.9662, -7.4229, -5.1926], [11.5383, -1.9195, 0.3633], [1.5927, -2.9046, -1.5754], [-4.5020, -7.4430, -5.9228], [5.9756, -0.5787, 5.2163], [-0.8528, -4.2696, 5.1390], [-4.4697, 0.8316, 0.3839], [-1.8751, -1.2583, 4.2707], [-0.0664, 1.2931, 4.6956], [-2.5306, -4.9788, 3.5712], [-2.0371, 2.6330, 5.0068], [2.1699, 2.2826, 0.9429], [-2.7870, -3.3011, -5.3134], [7.3492, 1.9318, 1.3884], [10.2779, -1.0134, 1.2073], [0.5783, 0.2908, -3.7569], [-1.5001, -3.4252, 0.2918], [7.2084, -1.1891, 6.3247], [-2.7976, 1.3402, 2.0579], [-4.5976, -7.1973, -7.6696], [-4.9521, -0.6381, -7.6356], [-2.6674, 2.5064, -3.7837], [-0.5125, -3.4616, 2.7058], [3.5967, 0.9960, 2.5942], [-1.5455, 3.5773, 1.4355], [-2.8196, -0.9512, 0.7242], [-3.4993, 0.4326, 0.9764], [-2.9563, -1.5745, -0.5864], [-1.3780, -2.7936, 1.6078], [-2.1062, 0.8051, 3.1147], [4.4631, 4.2210, -1.3275], [3.2906, 1.4098, 1.1055], [-5.2858, 5.4832, 3.6926], [-2.0576, -1.5162, 1.8416], [-2.2899, -2.8594, -0.8093], [1.0001, -3.9573, -2.8706], [0.6990, 1.6357, 8.1672], [-2.9206, 2.8890, 1.8583], [-0.9528, 3.0250, 0.0918], [-0.1486, 1.6753, 0.2032], [-2.0112, -0.7535, 3.1753], [0.9399, 1.6314, 1.3267], [0.6582, -7.9225, -6.8608], [-4.2069, 8.1959, -1.2358], [-1.3459, -4.2806, 3.8200], [-1.3755, 1.6061, 4.2973], [7.1417, 1.4563, 0.4345], [2.6875, 0.9522, 3.2533], [0.5284, -9.0008, -6.8869], [-1.8236, 4.6541, 1.2351], [6.7374, -1.8517, 7.0454], [-3.5564, -1.0721, -1.3814], [-0.8190, 3.6155, 2.2884], [-4.1565, -8.0550, -8.1700], [4.3863, 1.6034, 3.0942], [-5.9219, -1.0862, -7.4385], [1.2845, 0.8661, -3.1624], [-2.4135, -3.3637, -1.8163], [0.2862, -4.1409, 2.2856], [-3.8098, 7.9237, -0.2624], [3.1841, 0.5154, 0.4363], [-0.3505, 1.7617, 7.9147], [-3.7138, 3.1794, 1.1218], [7.6660, -0.3486, 6.8390], [0.6297, 2.0767, 2.3034], [1.8120, -4.6055, -3.1890], [4.1880, 1.9911, 0.7281], [-0.1127, -3.6428, 5.1918], [8.3326, 2.3926, 1.3644], [0.6711, -3.3406, -3.7033], [-2.9792, 2.3879, 5.0325], [-1.6754, 2.9523, -3.7638], [-5.0418, 0.1071, -8.4209], [-2.8291, 2.0067, -4.7353], [4.9904, 4.7871, -2.0899], [-0.8026, 0.7692, 0.3267], [-0.9877, -4.3905, 0.1033], [-0.3529, 3.7949, -0.4694], [-6.1675, 5.1123, 3.1773], [1.5065, -7.6370, -7.4765], [-5.6416, -7.0997, -7.9538], [1.1390, 0.5378, 1.5375], [10.7330, -0.1700, 1.7191], [0.2262, 2.0774, 5.2148], [0.0014, 0.9584, -4.3929], [3.9857, -0.0648, 2.5605], [-3.2172, 3.3582, 2.8348], [4.5764, 4.7060, -0.3608], [-1.8371, 2.8078, -0.5724], [-2.7971, -4.7907, 2.6540], [0.4046, 1.5295, -0.7708], [-3.7807, -3.3536, -5.7484], [1.1182, 0.8080, 7.6018], [9.7961, -1.6674, 1.9289], [-3.5870, 8.9665, -1.6855], [0.0497, -2.6513, 3.2495], [-2.1793, -2.5905, -5.8665], [-5.5721, 6.2373, 4.4200]],
  "mulliken_charge": [0.07, -0.18, -0.12, -0.16, -0.05, -0.10, -0.08, -0.11, -0.19, -0.13, -0.08, -0.11, -0.09, -0.18, 0.15, 0.20, -0.12, -0.06, -0.16, -0.08, -0.15, -0.18, -0.12, -0.12, -0.17, -0.08, -0.12, -0.03, -0.61, -0.60, -0.67, -0.45, -0.63, -0.67, -0.32, -0.53, -0.30, -0.21, -0.41, -0.84, -0.41, 0.19, -0.35, -0.43, -0.50, -1.16, -0.68, -0.74, 0.51, -0.27, -0.77, -0.10, 1.29, -0.29, 1.10, -0.40, 1.23, -0.08, -0.09, -0.06, -0.24, -0.58, 2.18, -0.42, -0.86, -0.41, -0.20, 0.80, 0.97, 0.13, 0.15, 0.29, 0.39, 0.31, 0.69, 0.22, 0.28, 0.27, 0.30, 0.21, 0.25, 0.40, 0.14, 0.28, 0.18, 0.53, 0.28, -0.26, 0.41, -1.19, 0.32, 0.46, -0.05, 0.25, 0.26, 0.33, 0.27, 0.42, -0.85, 0.44, 0.37, 0.27, 0.30, 0.31, 0.57, 0.27, 0.17, 0.24, 0.20, -1.01, 0.17, -0.24, 0.34, -0.26, 0.31, 0.23, 0.23, 0.31, 0.11, 0.20, 0.36],
  "homo_ev": -9.025,
  "lumo_energy_ha": -0.0252,
  "total_charge": 0
}


# 2
{
  "formula": "C22H43MoN2P3S",
  "method": "ωB97M-V/def2-TZVPD",
  "elements": ["Mo", "S", "P", "P", "P", "N", "N", "C", "C", "C", "C", "C", "C", "C", "C", "C", "C", "C", "C", "C", "C", "C", "C", "C", "C", "C", "C", "C", "C", "H", "H", "H", "H", "H", "H", "H", "H", "H", "H", "H", "H", "H", "H", "H", "H", "H", "H", "H", "H", "H", "H", "H", "H", "H", "H", "H", "H", "H", "H", "H", "H", "H", "H", "H", "H", "H", "H", "H", "H", "H", "H", "H"],
  "positions_angstrom": [[-0.2933, 0.0741, 0.1206], [-0.4044, -1.6797, -1.3807], [0.4438, 1.5755, -1.7128], [-2.4801, 1.8510, 0.6628], [2.0482, 1.0030, 1.3641], [-1.2483, -2.7786, 1.7793], [-0.5233, -0.6150, 2.2569], [2.1535, 2.6628, 2.1996], [-0.6271, -2.4226, -2.9740], [1.1673, 3.2186, -1.2795], [2.9403, -3.3134, 0.8385], [-0.8237, -3.5706, -5.5374], [3.6470, 1.0880, 0.4950], [-0.5932, 2.0744, -3.1390], [2.5974, -3.9934, -0.2594], [-1.7182, -1.9002, 3.9478], [-0.4301, 0.3690, 3.1980], [-0.6219, 0.1071, 4.5453], [-2.1655, 3.5851, 0.1637], [2.6529, -0.0486, 2.7389], [-1.6848, -2.0737, -3.8237], [-1.1093, -1.7665, 2.6800], [-1.4334, -0.9672, 4.9276], [-1.7747, -2.6491, -5.0983], [-4.0028, 1.2666, -0.1684], [0.2040, -3.9519, -4.6625], [1.8228, 0.7846, -2.6594], [-3.0097, 1.9834, 2.4000], [0.3128, -3.3846, -3.3913], [1.5529, -0.2429, -2.9468], [0.9367, -4.6776, -4.9875], [2.7523, -1.0763, 2.3788], [4.4414, 1.0719, 1.2522], [3.6371, 0.3302, 3.0392], [-0.1879, 1.3695, 2.8503], [1.3211, 2.8336, 2.8940], [-1.9338, 0.2486, 0.7075], [-2.1988, 2.4326, 2.9789], [2.1181, 3.1297, -0.7199], [-3.9173, 2.5948, 2.5165], [1.1318, -3.6162, -2.7132], [-2.3879, -1.3118, -3.4832], [-3.8237, 1.1734, -1.2451], [-1.7733, -1.0694, 5.9619], [1.6148, -4.4446, -0.4259], [1.9922, -0.0146, 3.6094], [3.9552, -2.9048, 0.8633], [0.4661, 3.7896, -0.6522], [1.3483, 3.7970, -2.1971], [3.3929, -4.2843, -0.9609], [2.1748, 3.4664, 1.4519], [-1.6513, 1.8162, -2.9973], [2.2694, -2.9980, 1.6544], [-2.0276, 3.6896, -0.9165], [-1.5383, -3.6707, 2.1644], [-4.8662, 1.9147, 0.0308], [3.1000, 2.7040, 2.7615], [-0.2387, 1.5651, -4.0481], [2.7646, 0.7386, -2.0874], [-0.2132, 0.8008, 5.2894], [-0.8687, -3.9665, -6.5573], [-2.3653, -2.7529, 4.1253], [-1.2573, 3.9380, 0.6618], [3.7710, 0.2056, -0.1396], [-4.1798, 0.2711, 0.2510], [-0.7979, -2.7895, 0.8631], [-2.9957, 4.2435, 0.4712], [3.7529, 2.0003, -0.0988], [-2.5839, -2.3526, -5.7507], [-3.2023, 0.9857, 2.8072], [-0.5217, 3.1642, -3.3115], [1.9905, 1.3698, -3.5769]],
  "mulliken_charge": [-1.14, -0.01, 1.67, 0.81, 1.17, -0.15, 1.12, -1.37, 0.49, -1.08, -0.57, -0.58, -1.32, -1.38, -0.55, -0.99, -0.44, -1.02, -1.19, -1.25, -0.14, 0.33, -0.55, -0.55, -1.18, -0.55, -1.16, -1.19, -0.10, 0.31, 0.47, 0.19, 0.55, 0.61, 0.31, 0.37, 0.61, 0.38, 0.10, 0.57, 0.38, 0.51, 0.30, 0.52, 0.44, 0.35, 0.28, 0.21, 0.60, 0.29, 0.43, 0.31, 0.25, 0.35, 0.29, 0.47, 0.45, 0.48, 0.26, 0.51, 0.47, 0.53, 0.34, 0.39, 0.46, -0.18, 0.55, 0.46, 0.47, 0.33, 0.47, 0.46],
  "homo_ev": [-19.220, -19.217],
  "lumo_energy_ha": [-0.5149, -0.5819],
  "multiplicity": 3,
  "de_lowest_ev": 0.000,
  "total_charge": 4
}


# 3
{
  "formula": "C40H49As2Br2GeMgN4",
  "method": "ωB97M-V/def2-TZVPD",
  "elements": ["Br", "Br", "As", "As", "Ge", "Mg", "N", "N", "N", "N", "C", "C", "C", "C", "C", "C", "C", "C", "C", "C", "C", "C", "C", "C", "C", "C", "C", "C", "C", "C", "C", "C", "C", "C", "C", "C", "C", "C", "C", "C", "C", "C", "C", "C", "C", "C", "C", "C", "C", "C", "H", "H", "H", "H", "H", "H", "H", "H", "H", "H", "H", "H", "H", "H", "H", "H", "H", "H", "H", "H", "H", "H", "H", "H", "H", "H", "H", "H", "H", "H", "H", "H", "H", "H", "H", "H", "H", "H", "H", "H", "H", "H", "H", "H", "H", "H", "H", "H", "H"],
  "positions_angstrom": [[7.0036, 0.4090, 0.4841], [2.5849, 6.7951, -0.0084], [-2.3222, 1.6769, 0.5145], [0.0034, 0.6523, 2.7592], [0.3916, -3.5162, -0.4360], [0.1928, 0.5595, 0.1260], [0.0770, -0.3115, -1.8778], [-1.2206, -1.9580, -0.0897], [2.3482, 0.3541, 0.5107], [0.9334, 2.4678, -0.4439], [0.8368, 0.2423, -2.8113], [0.6335, 4.8327, -0.6813], [1.6292, -3.0672, -1.9220], [-3.4707, 2.7914, -0.6163], [-3.1000, -2.1098, -1.6015], [0.1664, -6.5286, 0.7950], [4.4368, -0.7444, 0.9211], [-3.5349, -2.0816, -2.9653], [3.0209, 1.4813, 0.2226], [-1.6250, 2.9186, 1.8509], [-0.2744, 3.3484, 3.8037], [2.2038, 2.6849, -0.0590], [4.4073, 1.5308, 0.1882], [-3.8905, -2.5815, -0.5351], [-1.6635, 5.0894, 2.9177], [-0.7478, 4.6496, 3.8627], [-0.6033, -0.4549, -4.5851], [-1.7964, -1.6905, -1.2931], [2.5165, -4.2975, -2.1514], [-3.7861, 0.9495, 1.5990], [3.0600, -0.7168, 0.8811], [1.7155, 0.8316, 3.6774], [-1.0140, -1.0091, -2.2834], [0.1922, 3.5309, -0.7738], [-0.6982, 2.4738, 2.8049], [-2.0972, 4.2258, 1.9236], [4.1539, -5.9447, -1.1192], [0.5798, -7.9650, 1.0938], [-1.9922, -2.4102, 0.8979], [-1.4415, -1.0484, -3.6208], [3.3967, -4.6334, -0.9468], [-0.9107, -4.9425, -0.8900], [-3.3510, -2.6636, 0.7325], [1.9235, 5.0551, -0.2162], [2.7263, 3.9604, 0.0834], [-0.3868, -6.3565, -0.6182], [0.5554, 0.1607, -4.1783], [-1.0101, -0.1844, 4.2141], [-2.7105, -1.6317, -3.9401], [5.1314, 0.3965, 0.5317], [1.5685, 1.0660, 4.7295], [-0.5836, -6.2024, 1.5235], [-2.0500, 6.0990, 2.9627], [-4.2303, 3.2726, -0.0033], [4.1073, -3.8174, -0.7875], [-0.5736, -1.1571, 4.4394], [-3.0152, -1.6672, -4.9783], [0.3868, -6.6210, -1.3429], [-0.4109, 5.3145, 4.6465], [-4.5162, -2.4709, -3.2051], [-4.5074, 0.4364, 0.9641], [2.2141, -2.1783, -1.6970], [-2.8238, 4.5803, 1.2024], [4.7603, -6.1661, -0.2423], [1.0429, -5.8724, 0.9130], [-1.1416, -4.8038, -1.9496], [-0.8870, -0.4766, -5.6301], [1.3169, -8.3184, 0.3719], [1.6947, 0.8076, -2.4660], [-0.9392, 0.4515, 5.0943], [-0.0136, 5.6570, -0.9456], [-4.9109, -2.8942, -0.7222], [-3.9441, -3.0016, 1.5710], [2.7675, -4.6962, -0.0435], [3.1428, -4.1142, -3.0270], [4.9272, 2.4259, -0.1205], [-4.2815, 1.7853, 2.0902], [-1.8213, -4.7559, -0.3190], [-1.4909, -2.6281, 1.8355], [-3.4300, 0.2607, 2.3621], [1.8950, -5.1639, -2.3985], [1.0154, -8.0401, 2.0890], [-1.2147, -7.0522, -0.7721], [3.4639, -6.7768, -1.2662], [2.3163, 1.6124, 3.2129], [-3.9696, 2.1280, -1.3225], [2.4887, -1.5885, 1.1784], [1.2184, 0.6255, -4.8944], [-2.9324, 3.5487, -1.1815], [-0.7967, 3.3196, -1.1557], [2.2563, -0.1120, 3.6143], [4.9738, -1.6267, 1.2398], [0.8177, -3.2811, 1.0354], [-2.0584, -0.3098, 3.9540], [0.4313, 3.0116, 4.5528], [1.0102, -2.8682, -2.7998], [4.8145, -5.8924, -1.9847], [3.7348, 4.1153, 0.4372], [-0.2825, -8.6304, 1.0518]],
  "mulliken_charge": [-0.06, -0.05, 1.19, 1.05, 0.31, 2.36, 0.84, 0.22, 0.33, 0.60, -0.27, -0.86, -0.24, -1.57, 1.06, 0.03, -0.88, -1.29, 0.62, 0.50, -0.70, 0.73, -1.03, -0.78, -0.85, -0.94, -0.95, 0.54, -1.10, -1.03, -0.76, -1.66, -1.18, -0.81, -0.02, -0.88, -1.57, -1.46, -0.39, 1.29, 0.15, -0.80, -1.17, -0.50, -0.91, -0.82, -1.38, -1.20, -1.09, -0.70, 0.59, 0.26, 0.48, 0.48, 0.25, 0.46, 0.52, 0.24, 0.47, 0.56, 0.47, 0.25, 0.41, 0.40, 0.20, 0.52, 0.54, 0.31, 0.41, 0.46, 0.50, 0.60, 0.46, 0.25, 0.57, 0.66, 0.51, 0.46, 0.46, 0.03, 0.25, 0.40, 0.50, 0.30, 0.45, 0.46, 0.70, 0.56, 0.45, 0.75, 0.44, 0.55, 0.00, 0.31, 0.40, 0.47, 0.39, 0.54, 0.38],
  "homo_ev": -16.233,
  "lumo_energy_ha": -0.3223,
  "de_lowest_ev": 0.638,
  "total_charge": 3
}


# 4
{
  "formula": "C6H11N",
  "method": "ωB97M-V/def2-TZVPD",
  "elements": ["N", "C", "C", "C", "C", "C", "C", "H", "H", "H", "H", "H", "H", "H", "H", "H", "H", "H"],
  "positions_angstrom": [[-2.8195, -0.5610, 0.8562], [2.0830, -1.7058, 0.0775], [-1.1740, 2.2066, -0.5563], [0.4665, 0.2322, -0.1932], [0.6238, -1.2541, 0.1329], [-0.9460, 0.7619, -0.2005], [-1.9468, 0.0243, 0.2058], [-2.2291, 2.4902, -0.4884], [2.6984, -1.1469, 0.7926], [0.2147, -1.4645, 1.1310], [1.0677, 0.8257, 0.5169], [0.8975, 0.4342, -1.1815], [2.5084, -1.5470, -0.9204], [2.1819, -2.7706, 0.3147], [-2.2123, 0.0468, 1.5613], [0.0235, -1.8425, -0.5729], [-0.8376, 2.3971, -1.5797], [-0.6002, 2.8734, 0.1037]],
  "nbo_charge": [-0.55, -0.60, -0.60, -0.39, -0.40, -0.25, 0.31, 0.22, 0.20, 0.20, 0.20, 0.20, 0.20, 0.21, 0.41, 0.20, 0.21, 0.21],
  "homo_ev": -8.402,
  "lumo_energy_ha": 0.0323,
  "de_lowest_ev": 2.582,
  "total_charge": 0
}